1.
Formula: C22H29ClN2O4
Source: the OMol25 dataset
Level of theory: ωB97M-V with the def2-TZVPD basis set

Computed properties:
E_tot = -1726.4411 hartree
net charge = 0
SMILES = Cc1c(C)c2cc(Cl)c(OCC(=O)NC3CC(C)(C)NC(C)(C)C3)cc2oc1=O

Each line ends with the Löwdin charge.
Cartesian coordinates (Å):
C1 4.67705 3.06327 -0.15799  -0.0301
C2 3.94618 1.78168 -0.41865  -0.1282
C3 4.03095 0.68079 0.37177  -0.1568
C4 4.88444 0.63750 1.60028  -0.0189
C5 3.26863 -0.49429 0.02198  -0.1062
C6 3.25547 -1.67427 0.77756  -0.0345
C7 2.47734 -2.73999 0.39866  -0.5774
Cl1 2.44169 -4.17480 1.35954  0.7246
C8 1.67752 -2.69215 -0.76001  -0.2908
O1 0.91474 -3.78401 -1.00891  -0.0773
C9 -0.05981 -3.69623 -2.02980  -0.0738
C10 -1.06570 -2.55173 -1.78541  -0.4903
O2 -1.50989 -1.90484 -2.70641  0.0806
N1 -1.36362 -2.40372 -0.48099  0.1293
C11 -1.95743 -1.21805 0.13020  -0.2623
C12 -0.95070 -0.06735 0.10424  -0.0787
C13 -1.50209 1.20704 0.75503  -0.5551
C14 -0.59431 2.38213 0.35964  -0.0327
C15 -1.47900 1.08975 2.29245  -0.0279
N2 -2.80726 1.49004 0.19039  0.0500
C16 -3.83955 0.47572 0.06500  -0.5576
C17 -4.88362 1.05618 -0.90054  -0.0407
C18 -4.55893 0.13003 1.38400  -0.0322
C19 -3.23544 -0.78196 -0.57624  -0.0821
C20 1.70487 -1.54221 -1.52959  0.0811
C21 2.48217 -0.45408 -1.13750  -0.1820
O3 2.42400 0.64116 -1.91816  0.1414
C22 3.10992 1.78571 -1.61925  -0.4041
O4 2.98334 2.72356 -2.36719  0.1195
H1 5.75459 2.90729 -0.17026  0.0905
H2 4.41870 3.77540 -0.93752  0.0788
H3 4.39772 3.48311 0.80693  0.0898
H4 5.60580 -0.17445 1.52336  0.0963
H5 4.26622 0.45924 2.47903  0.0967
H6 5.42352 1.56746 1.73943  0.0717
H7 3.84495 -1.75417 1.67516  0.1089
H8 -0.58144 -4.65680 -2.01290  0.1426
H9 0.39627 -3.56006 -3.01615  0.1397
H10 -0.86321 -3.00875 0.15470  0.1463
H11 -2.17997 -1.50329 1.16338  0.1421
H12 -0.02621 -0.36402 0.60665  0.1261
H13 -0.72243 0.14911 -0.94017  0.1305
H14 -0.64365 2.54296 -0.71325  0.0884
H15 0.43772 2.17844 0.63594  0.0766
H16 -0.91323 3.29381 0.85934  0.0813
H17 -1.96624 0.18524 2.64231  0.0600
H18 -0.45087 1.07940 2.64755  0.0804
H19 -1.98530 1.94409 2.73766  0.0842
H20 -3.19110 2.33757 0.59051  0.1266
H21 -5.39567 1.90022 -0.44399  0.0797
H22 -4.39238 1.39976 -1.80600  0.0850
H23 -5.62119 0.30306 -1.16362  0.0827
H24 -3.93148 -0.44494 2.05778  0.0589
H25 -5.45189 -0.45405 1.17443  0.0814
H26 -4.86093 1.04284 1.89438  0.0835
H27 -3.96645 -1.59130 -0.55574  0.1344
H28 -2.99279 -0.56457 -1.61516  0.1155
H29 1.11998 -1.43751 -2.42784  0.1345

Forces on the atoms, in the same order (eV/Å):
0.0 0.0 -0.1
0.1 -0.4 0.4
0.0 0.5 -0.3
-0.1 0.1 -0.1
-0.4 -0.1 -0.5
-0.2 0.1 -0.3
-0.2 -0.1 -0.1
0.0 -0.1 0.2
0.3 0.2 0.2
0.2 0.0 0.2
-0.2 0.1 -0.4
0.3 -0.6 0.1
0.0 0.2 -0.4
-0.1 -0.2 0.5
0.0 0.3 -0.2
-0.3 0.1 0.2
0.5 0.1 0.1
-0.2 -0.3 0.0
0.0 -0.1 -0.3
0.0 0.2 -0.1
-0.4 -0.2 -0.1
0.2 -0.2 0.1
0.2 0.0 -0.2
0.0 0.2 0.2
0.0 0.0 -0.1
0.2 -0.7 0.7
-0.2 0.0 -0.3
0.0 0.5 -0.2
0.0 -0.4 0.2
0.1 0.0 0.0
0.1 0.0 0.1
0.0 0.1 0.1
0.1 -0.1 0.1
0.0 0.0 0.1
0.0 0.0 0.1
0.1 0.0 0.1
0.1 0.1 0.0
-0.1 0.1 0.1
0.0 0.0 -0.1
0.0 0.0 -0.1
0.0 0.0 0.0
0.1 0.0 -0.1
0.0 0.0 -0.1
0.2 0.0 0.1
0.0 0.2 0.1
-0.1 -0.1 0.1
0.1 0.0 0.1
-0.1 0.1 0.1
0.0 0.0 0.0
-0.1 0.1 0.1
0.1 0.0 -0.1
-0.2 -0.1 0.0
0.1 -0.1 0.1
-0.1 -0.1 0.0
0.0 0.1 0.1
-0.1 0.0 0.0
0.0 0.0 0.0
-0.1 0.0 -0.1

=====

2.
Formula: C22H29ClN4O4S
Source: the OMol25 dataset
Level of theory: ωB97M-V with the def2-TZVPD basis set

Computed properties:
E_tot = -2234.1619 hartree
net charge = 0
SMILES = COCCN(C(=O)CCC(=O)Nc1nccs1)[C@@H](C(=O)NC(C)(C)C)c1ccc(Cl)cc1

Each line ends with the Löwdin charge.
Cartesian coordinates (Å):
C1 -4.57554 0.98171 -1.45715  -0.1087
O1 -3.73380 0.94494 -0.32904  -0.1948
C2 -2.70415 1.90656 -0.34693  -0.1747
C3 -1.44818 1.45414 -1.11600  -0.1016
N1 -0.59475 0.58801 -0.32568  0.0208
C4 -0.73445 -0.74651 -0.20328  -0.4216
O2 0.00368 -1.40663 0.52269  0.0506
C5 -1.79214 -1.48251 -1.00785  -0.0635
C6 -1.07663 -2.39364 -2.01334  -0.0696
C7 -0.32063 -1.53930 -3.00288  -0.4796
O3 -0.78098 -0.53381 -3.50915  -0.0206
N2 0.94214 -1.95720 -3.29377  0.1293
C8 1.76954 -1.24872 -4.13122  -0.6087
N3 2.98052 -1.60444 -4.39444  0.0451
C9 3.57303 -0.71535 -5.23005  -0.2509
C10 2.80099 0.33394 -5.60400  -0.3869
S1 1.23343 0.22870 -4.88591  1.0909
C11 0.42149 1.26055 0.49537  -0.1172
C12 -0.09287 1.43168 1.94571  -0.4549
O4 -0.43251 2.53245 2.33993  0.0593
N4 -0.13984 0.29813 2.64799  0.1336
C13 -0.69128 0.16108 3.99584  -0.5790
C14 0.11274 1.03145 4.96498  -0.0309
C15 -0.56709 -1.31318 4.37453  -0.0332
C16 -2.16113 0.59095 3.99023  -0.0286
C17 1.77424 0.59842 0.36025  -0.1656
C18 2.19529 0.18670 -0.90015  -0.0191
C19 3.43000 -0.40506 -1.08255  -0.0866
C20 4.26868 -0.56526 0.00884  -0.6718
Cl1 5.81447 -1.30635 -0.20671  0.6701
C21 3.88558 -0.12677 1.26469  -0.0897
C22 2.64121 0.45407 1.43470  -0.0156
H1 -5.30920 0.19000 -1.31842  0.0924
H2 -4.02971 0.80980 -2.39218  0.0871
H3 -5.09222 1.94617 -1.52899  0.0913
H4 -3.07264 2.84486 -0.78180  0.1272
H5 -2.43853 2.08890 0.69773  0.1207
H6 -0.86898 2.34133 -1.38010  0.1342
H7 -1.71614 0.95921 -2.05076  0.1001
H8 -2.48525 -0.82691 -1.51914  0.0878
H9 -2.35259 -2.09787 -0.30243  0.1369
H10 -1.81234 -2.98936 -2.55865  0.1334
H11 -0.39736 -3.06204 -1.48364  0.1192
H12 1.34796 -2.77023 -2.85216  0.1644
H13 4.58853 -0.89673 -5.53022  0.1026
H14 3.05416 1.14939 -6.24901  0.0556
H15 0.51636 2.28175 0.10701  0.1604
H16 0.11612 -0.55482 2.15853  0.1075
H17 0.06956 2.06962 4.64823  0.0761
H18 1.15279 0.71277 4.98664  0.0817
H19 -0.29757 0.95196 5.96787  0.0841
H20 -1.12519 -1.93247 3.67586  0.0849
H21 -0.95983 -1.47783 5.37428  0.0865
H22 0.47524 -1.62377 4.35581  0.0867
H23 -2.23504 1.64210 3.72586  0.0764
H24 -2.72234 0.00778 3.26279  0.0853
H25 -2.60001 0.44466 4.97335  0.0835
H26 1.54414 0.33158 -1.74983  0.1020
H27 3.74368 -0.73894 -2.05972  0.0874
H28 4.55402 -0.24089 2.10359  0.1055
H29 2.35127 0.80125 2.41386  0.1129

Forces on the atoms, in the same order (eV/Å):
0.0 0.0 0.0
0.0 -0.2 0.2
0.3 0.2 -0.1
-0.8 0.2 0.0
0.2 0.2 0.1
-0.3 -0.2 -0.1
0.0 -0.3 0.0
0.2 -0.1 -0.1
-0.1 0.2 0.1
0.1 -0.6 0.2
-0.3 0.1 0.0
0.0 -0.3 0.1
-0.2 0.8 -0.5
-0.2 -0.8 0.6
0.0 0.5 -0.3
-0.1 -0.1 0.1
0.7 -0.2 -0.2
0.1 0.1 0.2
0.3 -0.1 -0.6
-0.1 0.4 0.1
-0.1 -0.4 0.2
-0.1 0.2 0.3
-0.1 -0.1 -0.1
0.0 0.2 -0.1
0.2 0.0 0.0
0.3 0.1 -0.1
0.0 0.1 0.2
0.1 0.0 0.0
-0.2 0.1 0.1
0.2 -0.1 0.0
0.1 -0.1 -0.1
-0.1 0.1 -0.2
0.0 0.0 -0.1
0.0 0.0 0.0
0.0 0.0 0.0
0.0 0.0 0.0
0.0 0.1 -0.1
0.0 -0.1 0.0
0.0 0.1 0.1
0.0 0.0 0.0
0.0 0.1 0.0
0.1 0.0 0.0
0.0 0.0 0.0
-0.1 0.1 0.0
0.2 0.0 -0.1
0.1 0.2 -0.2
-0.1 -0.2 0.1
0.0 0.2 -0.1
0.0 0.1 0.0
0.1 -0.1 0.0
0.0 0.0 0.2
-0.1 -0.1 -0.1
0.0 0.0 0.1
0.1 -0.1 0.0
-0.1 0.1 0.0
-0.1 -0.1 -0.1
-0.1 0.0 0.1
-0.1 0.0 -0.1
0.0 0.0 -0.1
0.1 0.0 0.1
0.0 0.0 0.1

=====

3.
Formula: C22H29F5NO8P2PtS
Source: the OMol25 dataset
Level of theory: ωB97M-V with the def2-TZVPD basis set

Computed properties:
E_tot = -3212.2693 hartree
net charge = -1

Each line ends with the Löwdin charge.
Cartesian coordinates (Å):
Pt1 1.51393 0.66556 0.20729  1.1581
N1 -0.25909 -0.81497 2.37379  0.1046
C1 1.13774 -1.36581 2.51503  -0.4966
C2 1.11006 -2.36105 3.67054  -0.0964
P1 2.28846 0.07016 2.92827  0.3196
O1 1.24772 1.22443 3.29572  -0.1818
O2 3.15192 -0.32032 4.04850  -0.2762
O3 2.94711 0.46707 1.59010  -0.4274
P2 1.55608 -2.28947 0.94102  0.3558
O4 0.03949 -2.84964 0.62720  -0.1772
O5 2.44644 -3.43061 1.20671  -0.2814
O6 1.87595 -1.32454 -0.19946  -0.4354
H1 -0.51317 -0.26069 3.19347  0.1461
H2 -0.93872 -1.56048 2.21572  0.0877
H3 -0.37644 -0.17163 1.57165  0.0554
H4 0.83823 -1.85774 4.60087  0.0876
H5 2.10120 -2.78502 3.79642  0.0824
H6 0.40379 -3.17215 3.47163  0.0823
H7 1.11498 1.84252 2.49949  0.0390
H8 0.08318 -3.81251 0.58013  0.0804
C3 -4.37288 -0.08322 -5.94221  -0.0418
C4 -3.36150 -0.08804 -4.83106  -0.2502
C5 -3.00216 -1.26611 -4.19410  -0.0073
C6 -2.09105 -1.28147 -3.14866  -0.1902
C7 -1.76491 -2.59561 -2.49455  -0.0378
C8 -1.51791 -0.06207 -2.73086  -0.0997
C9 -0.58068 -0.10841 -1.62122  -0.1588
O7 0.07088 0.87383 -1.22941  -0.1479
C10 -1.82922 1.14002 -3.40604  -0.1741
C11 -1.21591 2.46394 -3.04966  -0.0224
C12 -2.75776 1.09879 -4.43227  -0.0123
H9 -4.89615 -1.03650 -6.00437  0.0740
H10 -3.88954 0.10206 -6.90406  0.0828
H11 -5.11010 0.70518 -5.78597  0.0809
H12 -3.46451 -2.19783 -4.49966  0.1144
H13 -2.34087 -3.39290 -2.96294  0.0771
H14 -2.01497 -2.55735 -1.43342  0.0651
H15 -0.70554 -2.84534 -2.58325  0.0926
H16 -0.36630 -1.08362 -1.18474  0.0832
H17 -1.47609 2.74412 -2.02963  0.0709
H18 -1.57536 3.23586 -3.72987  0.0859
H19 -0.12731 2.43309 -3.08670  0.0823
H20 -3.02529 2.02362 -4.93187  0.1224
F1 -4.57744 4.67717 -1.87129  0.0976
C13 -4.22014 3.53668 -1.25907  -0.1624
C14 -3.38955 3.56064 -0.15242  -0.1642
F2 -2.96449 4.74048 0.32505  0.1005
C15 -3.01514 2.37967 0.46180  -0.2579
F3 -2.26329 2.47584 1.56116  0.0736
C16 -3.42586 1.12045 0.00649  -0.6007
S1 -2.91504 -0.35780 0.75742  0.5869
C17 -4.29490 1.14901 -1.08863  -0.2626
F4 -4.78652 0.00386 -1.58661  0.0690
C18 -4.67768 2.31762 -1.72048  -0.1625
F5 -5.48721 2.27661 -2.79259  0.0950
C19 3.21760 3.50267 0.85675  -0.0522
C20 1.71560 3.62603 0.60673  -0.7187
C21 1.44710 3.93855 -0.86268  -0.0475
C22 1.12389 4.72320 1.48946  -0.0314
O8 1.03403 2.43692 0.96911  -0.3861
H21 3.72792 4.43661 0.60646  0.0812
H22 3.64160 2.69974 0.25146  0.0692
H23 3.41106 3.26471 1.90335  0.0835
H24 1.90124 4.89030 -1.14829  0.0833
H25 0.37160 3.99744 -1.03403  0.0732
H26 1.85804 3.15200 -1.50119  0.0721
H27 1.58210 5.68995 1.26943  0.0818
H28 1.29738 4.48930 2.54175  0.0852
H29 0.04827 4.79337 1.32328  0.0784

Forces on the atoms, in the same order (eV/Å):
0.0 0.0 0.0
0.0 0.0 0.0
0.0 0.1 0.0
0.0 0.0 0.0
0.1 -0.1 0.0
-0.1 0.1 -0.1
0.0 0.0 0.0
0.0 0.0 0.1
-0.1 -0.1 0.0
0.1 0.0 -0.1
0.0 0.0 0.0
-0.2 0.1 0.0
0.0 0.0 0.0
0.0 0.0 0.0
0.0 -0.1 0.0
0.0 0.0 0.0
0.0 0.0 0.0
0.0 0.0 0.0
0.0 0.0 0.1
0.0 0.0 0.0
0.0 0.0 0.0
0.0 0.0 0.0
0.0 0.0 0.0
0.0 0.1 0.0
0.0 0.0 0.1
0.0 0.0 0.0
0.2 -0.1 -0.2
-0.1 -0.1 0.0
0.0 0.0 0.1
0.0 0.0 0.0
0.0 0.0 0.0
0.0 0.0 0.0
0.0 0.0 0.0
0.0 0.0 0.0
0.0 0.0 0.0
0.0 0.0 0.0
0.0 0.0 0.1
0.0 0.0 0.0
-0.1 0.0 0.1
0.0 0.0 0.1
0.0 0.0 0.0
0.0 0.0 0.0
0.0 0.0 0.0
0.0 0.0 0.0
0.0 0.0 0.0
0.0 0.0 0.0
0.0 0.0 0.0
-0.1 0.0 0.0
0.2 0.0 0.0
0.0 0.0 0.1
0.1 -0.1 -0.2
0.1 -0.1 -0.1
0.0 0.0 0.0
0.0 0.0 0.0
0.0 0.0 0.0
0.0 0.0 0.0
0.0 0.0 0.0
0.0 0.0 0.0
0.0 0.0 0.0
-0.1 0.0 0.0
0.0 0.0 0.0
0.0 0.0 0.0
0.0 0.0 0.0
0.0 0.0 0.0
0.0 0.0 0.0
0.0 0.0 0.0
0.0 0.0 0.0
0.0 0.0 0.0
0.0 0.0 0.0

=====

Asked for HOMO-LUMO gap across the records above, the calculation gives 8.50 9.24 6.69 eV in order.
Asked for molecular weight across the records above, the calculation gives 420.94 481.02 819.56 g mol⁻¹ in order.
Asked for energy relative to the best compared isomer or geometry (same formula, charge and spin) across the records above, the calculation gives 100.6 13.3 0.0 kJ/mol in order.